(1)
This record from the OMol25 dataset describes a structure of composition C25H20N2O5 in a non-equilibrium geometry. The level of theory is ωB97M-V/def2-TZVPD.

Properties
Frontier orbital gap = 8.37 eV
Strongest force on any atom = 18.26 eV/Å
Energy above the lowest of the compared OMol25 structures with the same formula, charge and spin = 530.27 kcal/mol

XYZ file:
```
52
C25H20N2O5 ωB97M-V/def2-TZVPD
C -8.8741 -0.0287 2.2204
C -7.3979 0.1338 2.7651
H -7.4426 0.8727 3.6259
H -7.0786 -0.8657 3.0091
O -6.6224 0.6285 1.7323
C -6.0972 -0.0376 1.0120
O -6.2965 -1.2693 1.0234
C -5.1594 0.8605 -0.0353
C -4.4953 0.1917 -1.0065
C -3.5459 0.8078 -1.7658
C -3.4759 2.4216 -1.5715
C -4.2174 2.9927 -0.7013
C -4.9516 2.0320 0.1269
H -5.4954 2.8200 1.0515
H -3.9865 3.9447 -0.6073
H -2.8035 2.7259 -2.1049
C -2.7766 -0.0664 -2.7524
H -3.5136 -0.5775 -3.3306
H -2.1464 0.8941 -3.5059
O -1.9331 -0.7787 -2.0809
C -0.8100 -0.3150 -1.8127
O -0.5818 0.9495 -1.6652
C 0.0877 -1.2261 -1.0257
C 1.3166 -0.9259 -0.5281
C 2.2136 -1.7407 -0.3442
C 1.8422 -3.1886 0.1127
C 0.4867 -3.7490 -0.2543
C -0.3221 -2.4761 -0.8864
H -1.4404 -2.9452 -1.0360
H 0.1573 -4.6077 -0.0037
H 2.4362 -3.8077 0.5398
C 3.5281 -1.5797 0.1648
N 4.4717 -2.2890 0.8761
N 5.5255 -1.7310 1.0215
C 5.2764 -0.4724 0.5920
C 6.2599 0.9183 0.6168
C 5.8484 1.9542 -0.1103
C 6.7057 3.0282 0.3279
C 7.9668 2.8927 0.5906
C 8.2651 1.7515 1.1849
C 7.5849 0.4792 1.2554
H 7.6492 -0.3337 1.7288
H 9.2793 1.4599 1.5175
H 8.6243 3.5393 0.5983
H 6.2956 4.0244 -0.4108
H 4.9803 2.0003 -0.3475
O 4.1361 -0.4196 0.1358
H 1.8461 -0.1120 -0.8428
H -4.5516 -0.8079 -1.1154
H -9.4512 1.0017 1.8749
H -8.8271 -0.6297 1.2187
H -9.5794 -0.4339 2.8039
```


(2)
This record from the OMol25 dataset describes a structure of composition C25H20N3O5PtSSi in a non-equilibrium geometry. The level of theory is ωB97M-V/def2-TZVPD.

Properties
Frontier orbital gap (spin up / spin down) = 4.10 / 4.10 eV
Charge = -1
Strongest force on any atom = 3.85 eV/Å

XYZ file:
```
56
C25H20N3O5PtSSi ωB97M-V/def2-TZVPD
Pt 0.2499 0.0746 -0.7740
O -5.1999 3.0603 -1.7635
C -4.2001 2.4054 -1.5336
C -4.0643 1.3508 -0.4692
O -4.9334 0.9771 0.3015
C -2.6683 0.8564 -0.5372
C -1.9614 1.5951 -1.5677
O -0.7237 1.4689 -1.8215
C -2.8789 2.5097 -2.2504
O -2.6411 3.1865 -3.2412
O -2.1735 -0.0657 0.1302
N 1.0096 -3.8887 0.3547
C 1.5995 -4.0475 1.5899
C 1.8784 -5.3152 2.0934
C 2.4380 -5.4751 3.3508
C 2.7232 -4.3684 4.1341
C 2.4608 -3.0992 3.6412
C 1.9158 -2.9335 2.3798
S 1.5261 -1.3069 1.8188
N 1.1278 -1.5023 0.1728
C 0.7362 -2.6977 -0.3072
C 0.0577 -2.7462 -1.5457
C -0.4156 -3.9266 -2.1799
C -1.1134 -3.8446 -3.3509
C -1.3495 -2.5845 -3.9281
C -0.8699 -1.4711 -3.2683
N -0.1908 -1.5306 -2.1376
H 0.7357 -4.7332 -0.1173
H 1.6342 -6.1883 1.5039
H 2.6398 -6.4703 3.7223
H 3.1394 -4.4956 5.1226
H 2.6578 -2.2228 4.2390
H -0.2432 -4.8916 -1.7254
H -1.4883 -4.7397 -3.8278
H -1.8928 -2.4837 -4.8534
H -1.0405 -0.4815 -3.6786
C -0.0863 1.6194 2.4529
Si 0.8403 1.7448 0.7644
C 2.7458 1.8756 1.0934
C 0.3655 3.4893 0.1024
C -0.5240 4.3328 0.7581
C -0.8678 5.5662 0.2304
C -0.3315 5.9752 -0.9764
C 0.5471 5.1447 -1.6521
C 0.8890 3.9187 -1.1127
H 0.1946 2.4327 3.1170
H 0.1336 0.6852 2.9559
H -1.1614 1.6574 2.3010
H 2.9588 2.6812 1.7900
H 3.2893 2.0765 0.1754
H 3.1311 0.9530 1.5126
H -0.9569 4.0232 1.6972
H -1.5658 6.2033 0.7589
H -0.6054 6.9335 -1.3950
H 0.9563 5.4487 -2.6064
H 1.5662 3.2643 -1.6434
```


(3)
This record from the OMol25 dataset describes a structure of composition C25H21Br2IrN5O2S4. The level of theory is ωB97M-V/def2-TZVPD.

Properties
Frontier orbital gap (spin up / spin down) = 7.17 / 5.33 eV
Multiplicity = 6
Charge = +2
Strongest force on any atom = 0.61 eV/Å
Energy above the lowest of the compared OMol25 structures with the same formula, charge and spin = 15.33 kcal/mol

XYZ file:
```
60
C25H21Br2IrN5O2S4 ωB97M-V/def2-TZVPD
Ir -0.2621 -0.0762 0.5122
O 6.1256 -4.5601 -0.1280
C 6.1278 -3.3957 -0.8057
O 7.1016 -3.0316 -1.3888
C 4.8600 -2.5722 -0.8100
C 4.9902 -1.2443 -1.1973
C 3.8825 -0.4164 -1.2490
C 2.6299 -0.9243 -0.9235
C 2.4908 -2.2422 -0.5236
C 3.6046 -3.0669 -0.4813
N 1.4692 -0.0752 -0.9747
C 1.3292 0.7460 -1.9335
C 0.2024 1.6936 -1.9310
C 0.0375 2.6145 -2.9398
C -1.0248 3.5113 -2.8615
C -1.8707 3.4518 -1.7718
C -1.6404 2.4946 -0.7948
N -0.6270 1.6294 -0.8718
H 5.2980 -4.7052 0.3447
H 5.9751 -0.8766 -1.4550
H 3.9995 0.6297 -1.5108
H 1.5108 -2.6352 -0.2807
H 3.4624 -4.1063 -0.2101
H 2.0322 0.7730 -2.7642
H 0.7287 2.6330 -3.7731
H -1.1789 4.2471 -3.6406
H -2.7021 4.1347 -1.6642
H -2.2849 2.4226 0.0710
Br -1.2745 -1.6278 -2.0349
C -3.1637 -1.8853 -1.6803
Br -3.8512 -0.7509 -0.2895
H -3.2986 -2.9148 -1.3821
H -3.6879 -1.6521 -2.5958
S -1.5553 1.0050 2.4683
S -1.9951 -0.3301 3.7970
S -2.1658 -2.2191 2.8277
S -0.9656 -2.2618 1.2785
C 2.7538 -0.4485 3.8279
C 1.7184 -0.6876 2.9568
N 1.4750 0.1385 1.9214
C 2.2530 1.2075 1.7357
C 3.3043 1.5346 2.5751
C 3.5543 0.6729 3.6331
C 4.1900 2.6952 2.3125
C 3.8892 3.9484 1.9753
C 2.5796 4.6190 1.7738
C 2.5727 5.9228 1.3058
C 1.3466 6.5342 1.1062
N 0.1930 5.9164 1.3671
C 0.3212 4.6797 1.8413
N 1.4338 3.9778 2.0494
H 2.9332 -1.1305 4.6478
H 1.0698 -1.5443 3.0753
H 2.0330 1.8258 0.8748
H 4.3815 0.8756 4.3037
H 5.2456 2.4706 2.4312
H 4.7349 4.6135 1.8391
H 3.4970 6.4466 1.1000
H 1.2826 7.5481 0.7286
H -0.6086 4.1786 2.0941
```